Record 1
A cluster of 2 separate species, C4H5N3 in total in a non-equilibrium geometry, computed with ωB97M-V/def2-TZVPD.

```
12
Properties=species:S:1:pos:R:3
C 0.8615 1.0193 0.5673
H 1.0896 -0.9439 1.2595
H -1.6554 0.0395 1.2760
H -2.4367 0.2628 -0.4309
N 2.6733 -1.0921 -1.5571
H -0.5965 -0.7151 -1.3501
C -1.6038 -0.0716 0.1784
H -0.9186 1.4004 0.0904
N 0.0479 1.9177 0.5649
C 1.2145 -0.2670 0.4196
C 2.0076 -0.7126 -0.6864
N -0.6834 -0.8375 -0.3317
```

Results
* HOMO energy: -9.05 eV
* LUMO: 0.195 eV
* SMILES: N#CC=C=N.C=N
* gap between HOMO and LUMO: 9.24 eV

***

Record 2
The molecule C4H5N3 in a non-equilibrium geometry, computed with ωB97M-V/def2-TZVPD.

```
12
Properties=species:S:1:pos:R:3
H 0.6226 -2.0359 0.6363
N -0.4135 1.1731 0.5996
H 0.4169 -0.8174 -1.8253
C 0.1170 0.0086 1.3971
C 0.7573 -0.9385 0.3605
H 0.8549 0.3132 2.0977
C -0.5155 0.6292 -0.5965
H 1.8662 -0.8435 0.2503
C -1.2005 1.4282 -1.6470
N -1.8051 2.2001 -2.3532
N 0.0260 -0.5569 -0.8645
H -0.7264 -0.5603 1.9449
```

Results
* HOMO energy: -9.35 eV
* LUMO: 0.461 eV
* SMILES: N#CC1=NCCN1
* gap between HOMO and LUMO: 9.81 eV

***

Record 3
A structure of composition C4H5N3, computed with ωB97M-V/def2-TZVPD.

```
12
Properties=species:S:1:pos:R:3
H 1.9970 -0.1050 0.1504
C 0.1356 -1.5438 0.3208
H -0.1111 2.3371 1.1641
N 0.9470 1.5523 -0.5077
N 0.8076 -1.4855 -0.7810
H -1.8441 -0.7395 -0.5860
H -0.1348 -2.4447 0.8682
C -0.1703 -0.0082 0.4173
H -1.4557 0.8095 -0.9912
N -1.4777 0.1365 -0.2284
C 1.0615 -0.0019 -0.4017
C 0.2450 1.4931 0.5750
```

Results
* HOMO energy: -9.23 eV
* LUMO: 0.577 eV
* gap between HOMO and LUMO: 9.81 eV

***

Record 4
The molecule C4H5N3 in a non-equilibrium geometry, computed with ωB97M-V/def2-TZVPD.

```
12
Properties=species:S:1:pos:R:3
C 0.2496 1.2847 0.1127
H -0.4344 2.1370 0.2613
C -0.5071 -0.0069 0.0250
C 0.0583 -1.2295 -0.0129
H -0.5158 -2.1460 -0.0800
H -2.2523 1.0015 -0.3252
N -1.8836 0.1394 0.0476
H 2.1154 0.7654 -0.0758
N 1.4866 1.5495 0.0430
H -2.4266 -0.6707 -0.2201
C 2.6028 -1.3545 0.1437
N 1.4267 -1.3905 0.0688
```

Results
* HOMO energy: -8.94 eV
* LUMO: 0.125 eV
* gap between HOMO and LUMO: 9.06 eV

***

Record 5
A cluster of 2 separate species, C4H5N3 in total in a non-equilibrium geometry, computed with ωB97M-V/def2-TZVPD.

```
12
Properties=species:S:1:pos:R:3
H 2.0449 0.1184 1.1085
C -1.4573 -1.0447 -2.0167
H 1.3095 1.3869 0.1333
C -0.8961 -0.3978 -0.8645
C -1.2296 0.0841 2.0402
H -1.5715 -0.0149 -0.0900
N -1.8581 -1.6117 -2.9395
H 1.2189 1.5552 1.8780
H 0.9579 -0.6751 -1.4102
C 1.2135 0.8289 1.1039
N 0.3468 -0.3228 -0.6871
N -0.0788 0.0935 1.7443
```

Results
* HOMO energy: -10.69 eV
* LUMO: -0.309 eV
* gap between HOMO and LUMO: 10.38 eV

***

Record 6
The molecule C4H5N3 in a non-equilibrium geometry, computed with ωB97M-V/def2-TZVPD.

```
12
Properties=species:S:1:pos:R:3
H -0.2350 0.2889 -1.3920
C -0.7479 -0.4305 -0.7071
H -1.3293 -1.0975 -1.3371
H -0.0827 -1.9040 0.6481
C -1.7174 0.1840 0.2485
C 1.3385 -0.4540 0.4981
N -2.4932 0.5484 1.0288
C 1.0110 1.7618 -0.4644
N 0.2651 -1.2038 -0.0005
N 1.4017 0.7831 0.2458
H 0.4765 2.4895 0.1731
H 2.1127 -0.9658 1.0587
```

Results
* HOMO energy: -8.03 eV
* LUMO: 0.709 eV
* gap between HOMO and LUMO: 8.74 eV

***

Record 7
A structure of composition C4H5N3 in a non-equilibrium geometry, computed with ωB97M-V/def2-TZVPD.

```
12
Properties=species:S:1:pos:R:3
C -1.5927 0.0154 0.2997
H -0.5596 0.0513 -1.5474
N 2.8291 -1.5554 -0.8144
H -2.5128 -0.1110 -0.2729
H 0.1113 -1.1141 0.0966
C 1.1558 1.2491 0.5389
C 0.8963 -0.0656 0.0407
H -1.5524 1.0184 0.7353
N 1.2894 2.3459 0.8943
C 1.9695 -0.8404 -0.4978
N -0.4501 -0.2732 -0.5835
H -1.5839 -0.7204 1.1104
```

Results
* HOMO energy: -9.34 eV
* LUMO: 0.126 eV
* gap between HOMO and LUMO: 9.47 eV

***

Record 8
The molecule C4H5N3 in a non-equilibrium geometry, computed with ωB97M-V/def2-TZVPD.

```
12
Properties=species:S:1:pos:R:3
C -0.0359 -0.4335 -1.1016
C -1.0919 0.4786 -1.5855
H -1.3366 -1.4334 0.1841
H 0.8791 0.1453 -0.9430
C 0.1090 -0.5909 1.3392
N 0.8248 0.4497 1.3836
H 0.1841 -1.1628 -1.8863
H 1.2283 2.3315 1.1418
N -1.9433 1.1655 -1.9606
N -0.3791 -1.1101 0.1326
H -0.1113 -1.1623 2.2357
C 1.6728 1.3223 1.0602
```

Results
* HOMO energy: -8.00 eV
* LUMO: 0.667 eV
* gap between HOMO and LUMO: 8.67 eV

***

Record 9
A structure of composition C4H5N3 in a non-equilibrium geometry, computed with ωB97M-V/def2-TZVPD.

```
12
Properties=species:S:1:pos:R:3
C -0.0954 -1.3784 0.0655
H -0.6690 1.8471 0.7664
H -0.1729 -2.4564 0.1001
C 2.2698 -0.1885 -0.0620
C -0.7678 -0.2214 0.0228
H -2.7934 -0.3962 -0.5497
N -2.0961 0.2164 -0.1392
H 3.2768 0.2251 -0.2486
N 1.7205 -1.2960 0.0128
H -2.1343 1.1132 -0.6231
C 0.1142 1.1629 0.3767
N 1.3475 1.3723 0.2783
```

Results
* HOMO energy: -8.99 eV
* LUMO: 0.817 eV
* gap between HOMO and LUMO: 9.80 eV

***

Record 10
The molecule C4H5N3O in a non-equilibrium geometry, computed with ωB97M-V/def2-TZVPD.

```
13
Properties=species:S:1:pos:R:3
C 1.3174 1.1064 0.1481
O -2.6602 -1.0185 0.1905
H 3.2570 -0.7207 0.6101
N 0.1334 -0.7673 -0.1473
H -2.9274 0.9970 -0.2520
H 2.2245 -1.9918 0.0283
H 2.0847 1.8348 0.1347
H -0.3468 2.4131 0.1665
N 0.0136 1.4402 -0.0529
C 1.3788 -0.2185 -0.0850
C -0.7274 0.3131 -0.0023
N 2.5099 -1.0249 -0.0578
C -2.2369 0.1455 -0.1284
```

Results
* HOMO energy: -8.27 eV
* LUMO: -0.028 eV
* SMILES: Nc1c[nH]c(C=O)n1
* gap between HOMO and LUMO: 8.24 eV

***

Record 11
The molecule C4H5N3O in a non-equilibrium geometry, computed with ωB97M-V/def2-TZVPD.

```
13
Properties=species:S:1:pos:R:3
O 0.9608 1.3217 -0.4523
H -1.1369 0.4562 1.8913
N 1.2866 -1.2520 0.6740
C -1.3171 0.6361 -0.9632
C 0.5770 -1.0198 -0.5824
H 1.5429 -2.1194 0.9592
C -0.0701 0.2866 -0.2085
H 1.1504 1.6593 0.4314
H 1.2782 -0.9641 -1.4114
N 0.4713 -0.7938 1.7345
H -0.1736 -1.7195 -0.8330
N -2.2185 0.9404 -1.6023
C -0.3770 0.0725 1.2436
```

Results
* HOMO energy: -9.78 eV
* LUMO: 0.376 eV
* SMILES: N#C[C@@]1(O)C=NNC1
* gap between HOMO and LUMO: 10.15 eV

***

Record 12
The molecule C4H5N3O in a non-equilibrium geometry, computed with ωB97M-V/def2-TZVPD.

```
13
Properties=species:S:1:pos:R:3
O -1.4774 -1.7926 -1.2716
C 1.1069 1.5675 0.6797
N 1.9122 2.1674 1.3694
C -1.3299 -0.7564 -1.9473
H 0.3406 0.1680 2.2051
N 0.4870 0.3861 0.9740
C -0.2051 -0.4007 0.0266
N -0.6460 0.1483 -1.1542
H 1.8198 1.6233 2.2474
H -2.0319 -0.6176 -2.8904
H 1.2150 1.9059 -0.5605
H -0.6177 -2.7008 0.4156
C -0.5733 -1.6985 -0.0939
```

Results
* HOMO energy: -8.98 eV
* LUMO: 0.472 eV
* SMILES: [H]/N=C\Nc1cocn1
* gap between HOMO and LUMO: 9.45 eV

***

Record 13
The molecule C4H5N3O in a non-equilibrium geometry, computed with ωB97M-V/def2-TZVPD.

```
13
Properties=species:S:1:pos:R:3
N -2.4482 -0.8266 -0.1712
N -0.2619 -0.6488 0.2143
C -2.1464 0.4203 0.1693
O -1.4118 -1.6172 -0.0837
C 1.0748 -1.0669 0.0621
C -0.7546 0.5816 0.0562
N -0.4301 1.8267 0.0013
H 0.5376 1.9544 -0.4101
H -2.9389 1.2393 0.0081
H 1.8405 0.9057 -0.0091
H 3.3556 -0.4252 -0.1202
H 1.3750 -2.1167 0.4020
C 2.2085 -0.2265 -0.1190
```

Results
* HOMO energy: -8.96 eV
* LUMO: 0.301 eV
* SMILES: [H]/N=c1/cnon1C=C
* gap between HOMO and LUMO: 9.26 eV

***

Record 14
The molecule C4H5N3O2 in a non-equilibrium geometry, computed with ωB97M-V/def2-TZVPD.

```
14
Properties=species:S:1:pos:R:3
O -2.0566 1.0153 1.1579
O -0.1264 1.5655 1.8840
H -2.0248 0.9596 -1.1764
C 1.8028 -0.7326 0.2175
H 1.0089 -2.7356 0.7988
N -0.3725 -1.2708 0.3514
C -0.1954 0.1338 0.0736
H 2.8619 -0.7949 -0.0895
C -0.9112 0.6909 -1.2035
N 1.2277 0.4010 0.0288
H -0.3334 1.5716 -1.5443
N -0.8252 0.9508 1.1615
C 0.8544 -1.7513 0.4868
H -0.9100 -0.0033 -2.1467
```

Results
* HOMO energy: -10.86 eV
* LUMO: -1.005 eV
* SMILES: CC1([N+](=O)[O-])N=CC=N1
* gap between HOMO and LUMO: 9.86 eV

***

Record 15
A cluster of 2 separate species, C4H5N3O2 in total in a non-equilibrium geometry, computed with ωB97M-V/def2-TZVPD.

```
14
Properties=species:S:1:pos:R:3
H 2.2028 -1.7672 0.5317
H -3.3721 -0.5366 -0.5098
C 2.2109 0.9040 -0.1595
N 0.8995 -0.5167 0.4611
H 1.4054 -1.9382 -0.8640
N 1.2435 -1.8261 0.1459
C -2.4848 -0.0546 -0.1681
C -0.3487 -0.0642 0.2758
N -0.6537 1.1915 0.3814
O -1.4041 -0.8805 -0.0239
O 3.2805 0.4849 -0.4332
C -1.9888 1.2339 0.0154
H -2.4907 2.1361 0.3010
H 1.5005 1.6338 0.0462
```

Results
* HOMO energy (alpha / beta): -5.37 / -9.68 eV
* LUMO (alpha / beta): 0.746 / -2.203 eV
* spin multiplicity: 3
* gap between HOMO and LUMO (alpha / beta): 6.12 / 7.47 eV

***

Record 16
The molecule C4H5N3O2S in a non-equilibrium geometry, computed with ωB97M-V/def2-TZVPD.

```
15
Properties=species:S:1:pos:R:3
N -0.3267 -1.4934 0.4723
C -2.3448 -1.0340 -0.4947
H -3.3300 -1.0819 -0.7671
N 0.8251 0.4873 0.5402
C 0.8552 1.8855 0.2685
H 0.9996 2.2185 -0.7843
H -1.8940 -2.9616 0.4055
O 3.0154 0.5994 -0.3572
N 2.2019 -0.2474 -0.1679
C -0.2859 -0.2276 0.3122
S -1.6271 0.4982 -0.5108
C -1.4464 -1.9837 0.0592
H 1.4364 2.5105 0.9025
H -0.1248 2.2492 0.3778
O 2.0462 -1.4190 -0.2559
```

Results
* HOMO energy (alpha / beta): -8.38 / -8.38 eV
* LUMO (alpha / beta): 0.168 / 0.168 eV
* SMILES: CN(c1nccs1)[N+](=O)[O-]
* gap between HOMO and LUMO (alpha / beta): 8.55 / 8.55 eV

***

Record 17
The molecule C4H5N3S in a non-equilibrium geometry, computed with ωB97M-V/def2-TZVPD.

```
13
Properties=species:S:1:pos:R:3
C 1.8064 -0.7969 0.9450
N 1.9338 0.3341 1.5453
H -1.8606 -1.3444 -0.4071
C -0.8905 0.7107 -0.6214
C -1.4705 -0.6336 -1.1971
N 0.8232 -0.7033 0.0216
C 0.9290 1.1070 1.3120
H -2.2695 -0.4379 -2.0126
H 0.4282 1.9744 1.6327
H -0.8296 -1.2409 -1.9556
N 0.3205 0.4451 0.2107
S -1.5287 2.1837 -0.4149
H 2.6082 -1.5980 0.9414
```

Results
* HOMO energy: -9.48 eV
* LUMO: -0.948 eV
* SMILES: CC(=S)n1cncn1
* gap between HOMO and LUMO: 8.53 eV

***

Record 18
The molecule C4H5N3S in a non-equilibrium geometry, computed with ωB97M-V/def2-TZVPD.

```
13
Properties=species:S:1:pos:R:3
C 1.0025 -0.2701 -0.3608
H 2.4321 0.7927 -1.2223
C -0.5395 -0.9417 1.4467
H -2.6066 -0.1374 1.2012
N -1.4167 0.1757 -0.5773
H 1.6189 -1.2372 1.5119
H -1.1388 2.3946 -2.0500
S 0.0774 1.5308 -2.2735
C -1.5548 -0.3558 0.6106
N 2.2631 0.0661 -0.5683
C 0.7367 -0.9269 0.8016
H -0.7682 -1.3195 2.4818
N -0.1061 0.2288 -1.0017
```

Results
* HOMO energy: -8.23 eV
* LUMO: -0.430 eV
* SMILES: [H]/N=c1/cccnn1S
* gap between HOMO and LUMO: 7.80 eV

***

Record 19
A cluster of 2 separate species, C4H5N3S in total in a non-equilibrium geometry, computed with ωB97M-V/def2-TZVPD.

```
13
Properties=species:S:1:pos:R:3
N 1.8681 -1.4999 1.7133
H -0.2119 3.3344 0.0378
H -0.5621 -2.8434 0.1246
C -1.4090 -1.0142 -0.1140
N 0.7135 1.5065 0.1170
H -0.4285 -2.2583 -1.4277
N -0.8370 -2.0598 -0.4956
C 1.0717 0.3873 0.2832
S -1.9959 -0.3916 1.2812
C 0.5101 2.6714 -0.3772
H 1.0009 3.0781 -1.2245
H -1.2877 -0.2826 -0.9527
C 1.5679 -0.6279 1.0346
```

Results
* HOMO energy (alpha / beta): -6.77 / -8.31 eV
* LUMO (alpha / beta): 0.475 / -1.975 eV
* spin multiplicity: 3
* gap between HOMO and LUMO (alpha / beta): 7.25 / 6.33 eV

***

Record 20
The molecule C4H5NO in a non-equilibrium geometry, computed with ωB97M-V/def2-TZVPD.

```
11
Properties=species:S:1:pos:R:3
O 1.0846 -0.3931 0.0971
N -1.0096 -0.0349 -0.6182
H 1.4380 -1.1508 -1.9332
C -0.1142 0.2106 0.2904
H 0.4513 1.8971 1.4638
C -0.2371 1.0463 1.5077
H -1.2609 1.4107 1.5860
C 0.8540 -1.2001 -0.9761
H -0.8730 -1.3399 -2.3450
H 0.0133 0.4602 2.3979
C -0.3744 -0.9017 -1.4821
```

Results
* HOMO energy: -9.24 eV
* LUMO: 0.998 eV
* SMILES: Cc1ncco1
* gap between HOMO and LUMO: 10.24 eV

***

Result set for energy above the lowest of the compared OMol25 structures with the same formula, charge and spin: 113.1, 47.4, 174.7, 63.4, 115.9, 92.6, 110.9, 87.3, 114.4, 46.1, 72.1, 116.3, 162.9, 142.1, 17.1, 112.9, 64.5, 97.1, 18.8, 32.0 kcal/mol, one per record in the order listed.